# 1
Here is C63H58AsClFeN3O3Si as an isolated structure from the OMol25 dataset. Energies are from wB97M-V/def2-TZVPD.

Total charge ... 0
Spin multiplicity ... 6
HOMO-LUMO gap (spin up / spin down) ... 7.481 / 7.408 eV
LUMO (spin up / spin down) ... -0.0074 / -0.0156 hartree
HOMO level (spin up / spin down) ... -7.68 / -7.83 eV

Each line ends with the Löwdin charge.
Positions of all 131 atoms, in Å:
Fe: -0.849 0.048 -0.305  0.921
C: 2.908 -2.555 1.691  -0.012
C: 4.074 -1.699 2.113  -0.199
C: 4.995 -2.174 3.045  -0.040
C: 6.101 -1.427 3.424  -0.082
C: 6.313 -0.173 2.868  -0.085
C: 5.405 0.326 1.948  -0.019
C: 4.296 -0.425 1.574  -0.211
N: 3.410 0.111 0.596  0.152
C: 2.068 0.313 0.772  -0.359
N: 1.667 0.342 2.058  0.171
C: 0.361 0.374 2.585  -0.252
C: -0.770 0.403 1.780  -0.191
C: -2.019 0.396 2.411  -0.127
C: -2.131 0.352 3.794  -0.081
C: -0.981 0.349 4.571  -0.066
C: 0.276 0.369 3.986  -0.240
C: 1.520 0.402 4.840  -0.036
N: 1.272 0.501 -0.237  0.071
C: 1.826 0.344 -1.550  -0.263
C: 1.769 -0.904 -2.168  -0.019
C: 2.236 -1.068 -3.461  -0.069
C: 2.743 0.025 -4.155  -0.087
C: 2.810 1.261 -3.531  -0.042
C: 2.376 1.440 -2.218  -0.209
C: 2.541 2.773 -1.529  -0.016
H: 3.138 -3.609 1.845  0.085
H: 2.661 -2.409 0.637  0.083
H: 2.009 -2.330 2.268  0.071
H: 4.848 -3.165 3.459  0.114
H: 6.803 -1.828 4.144  0.104
H: 7.174 0.417 3.153  0.103
H: 5.545 1.307 1.509  0.115
H: 3.772 0.322 -0.320  0.147
H: 2.412 0.251 2.728  0.110
H: -2.921 0.425 1.814  0.080
H: -3.107 0.326 4.263  0.101
H: -1.058 0.338 5.653  0.109
H: 1.255 0.488 5.892  0.079
H: 2.155 1.259 4.589  0.083
H: 2.123 -0.508 4.728  0.083
H: 1.326 -1.736 -1.631  0.084
H: 2.207 -2.051 -3.916  0.088
H: 3.084 -0.087 -5.177  0.100
H: 3.207 2.117 -4.067  0.113
H: 2.362 3.597 -2.222  0.081
H: 3.555 2.882 -1.132  0.088
H: 1.850 2.866 -0.692  0.054
Cl: -4.909 -0.227 -6.355  0.647
C: -3.744 0.013 -5.082  -0.669
C: -2.376 0.107 -5.405  -0.079
C: -1.439 0.312 -4.431  0.016
C: -1.816 0.461 -3.070  -0.350
O: -0.928 0.727 -2.179  -0.153
C: -3.198 0.320 -2.761  -0.156
C: -3.652 0.352 -1.408  -0.178
O: -2.957 0.564 -0.410  -0.105
C: -4.146 0.105 -3.785  -0.065
H: -2.076 0.013 -6.442  0.109
H: -0.383 0.381 -4.667  0.116
H: -4.728 0.183 -1.249  0.145
H: -5.195 0.016 -3.527  0.119
C: -5.224 5.312 0.801  -0.094
C: -5.024 4.555 -0.347  -0.085
C: -3.815 3.905 -0.545  -0.117
C: -2.792 4.013 0.395  -0.345
C: -2.997 4.767 1.542  -0.091
C: -4.211 5.416 1.743  -0.085
As: -1.120 3.062 0.030  1.419
C: -0.551 4.231 -1.424  -0.304
C: -0.919 4.145 -2.758  -0.081
C: -0.413 5.064 -3.671  -0.078
C: 0.459 6.059 -3.243  -0.083
C: 0.838 6.137 -1.910  -0.033
C: 0.342 5.216 -0.994  -0.215
C: 0.719 5.123 0.436  -0.200
C: 1.675 5.902 1.079  -0.023
C: 1.993 5.654 2.408  -0.079
C: 1.360 4.632 3.107  -0.081
C: 0.400 3.850 2.473  -0.091
C: 0.080 4.100 1.145  -0.322
H: -6.170 5.815 0.962  0.100
H: -5.810 4.473 -1.088  0.102
H: -3.662 3.315 -1.444  0.091
H: -2.211 4.859 2.281  0.093
H: -4.362 6.008 2.638  0.102
H: -1.583 3.356 -3.093  0.095
H: -0.693 4.999 -4.715  0.102
H: 0.850 6.776 -3.955  0.101
H: 1.526 6.912 -1.590  0.105
H: 2.182 6.697 0.545  0.105
H: 2.742 6.260 2.902  0.101
H: 1.616 4.443 4.143  0.100
H: -0.096 3.047 3.009  0.097
C: -2.861 -3.155 -2.230  -0.084
C: -2.640 -3.855 -0.880  -0.590
C: -3.664 -3.315 0.130  -0.083
C: -2.832 -5.365 -1.061  -0.086
Si: -0.917 -3.407 -0.209  0.505
O: -0.738 -1.802 -0.285  -0.346
C: -0.791 -3.993 1.576  -0.214
C: -0.874 -5.341 1.948  -0.105
C: -0.788 -5.730 3.279  -0.087
C: -0.610 -4.773 4.271  -0.091
C: -0.524 -3.431 3.926  -0.075
C: -0.616 -3.049 2.592  -0.083
C: 0.450 -4.254 -1.193  -0.209
C: 0.552 -4.062 -2.578  -0.110
C: 1.562 -4.661 -3.320  -0.097
C: 2.506 -5.461 -2.687  -0.087
C: 2.445 -5.640 -1.312  -0.082
C: 1.427 -5.043 -0.576  -0.094
H: -3.926 -3.179 -2.499  0.091
H: -2.310 -3.649 -3.035  0.074
H: -2.549 -2.110 -2.197  0.051
H: -4.685 -3.511 -0.225  0.086
H: -3.554 -2.232 0.262  0.068
H: -3.552 -3.782 1.112  0.078
H: -3.804 -5.571 -1.526  0.085
H: -2.809 -5.890 -0.102  0.066
H: -2.057 -5.794 -1.704  0.078
H: -1.002 -6.104 1.185  0.098
H: -0.860 -6.778 3.543  0.100
H: -0.542 -5.075 5.310  0.099
H: -0.393 -2.677 4.695  0.096
H: -0.564 -2.001 2.328  0.070
H: -0.165 -3.422 -3.085  0.099
H: 1.611 -4.507 -4.391  0.103
H: 3.286 -5.945 -3.263  0.100
H: 3.191 -6.247 -0.813  0.101
H: 1.394 -5.190 0.499  0.088

=====

# 2
Here is a 11-piece molecular cluster, C38H77N11O6 overall from the OMol25 dataset. Energies are from wB97M-V/def2-TZVPD.

Structure (SMILES) ... CN(C)C=O.CN(C)C=O.CN(C)C=O.CN(C)C=O.CN(C)C=O.CN(C)C=O.CCCC#N.CCCC#N.CCCC#N.CCCC#N.CCCC#N
Total charge ... 0
HOMO-LUMO gap ... 9.634 eV
LUMO ... 0.0212 hartree
HOMO level ... -9.06 eV

Each line ends with the Löwdin charge.
Positions of all 132 atoms, in Å:
C: 2.978 -2.827 -4.106  -0.331
O: 2.347 -1.777 -4.288  -0.030
N: 3.691 -3.400 -5.051  -0.197
C: 4.400 -4.636 -4.778  -0.035
C: 3.709 -2.849 -6.385  -0.034
H: 3.116 -3.308 -3.174  0.108
H: 4.440 -4.756 -3.662  0.104
H: 5.387 -4.524 -5.087  0.065
H: 3.835 -5.467 -5.188  0.090
H: 2.910 -3.291 -6.976  0.096
H: 3.620 -1.797 -6.209  0.062
H: 4.689 -3.036 -6.819  0.090
C: 3.829 -0.627 1.284  -0.356
O: 3.551 0.376 1.860  0.030
N: 4.110 -1.838 1.819  -0.165
C: 3.910 -2.078 3.239  -0.059
C: 4.058 -3.033 0.983  -0.047
H: 3.830 -0.683 0.190  0.113
H: 4.263 -1.156 3.821  0.108
H: 4.590 -2.881 3.582  0.089
H: 2.904 -2.208 3.617  0.061
H: 4.383 -2.850 0.003  0.067
H: 4.667 -3.837 1.447  0.101
H: 3.045 -3.353 0.897  0.049
C: -4.261 2.166 2.954  -0.415
O: -3.644 2.312 3.977  0.013
N: -4.020 2.790 1.822  -0.161
C: -4.669 2.663 0.487  -0.038
C: -2.931 3.843 1.813  -0.015
H: -5.123 1.482 2.893  0.120
H: -4.107 1.915 -0.175  0.104
H: -4.695 3.656 0.054  0.079
H: -5.695 2.287 0.638  0.075
H: -2.102 3.505 2.420  0.072
H: -2.620 3.895 0.777  0.060
H: -3.333 4.764 2.244  0.099
C: 0.719 -2.792 -0.359  -0.381
O: 1.669 -2.558 -1.060  0.008
N: -0.554 -3.008 -0.734  -0.183
C: -1.635 -3.132 0.235  -0.070
C: -0.859 -2.948 -2.168  -0.035
H: 0.878 -3.035 0.738  0.141
H: -2.370 -2.273 0.012  0.083
H: -1.247 -2.924 1.255  0.070
H: -2.101 -4.071 -0.016  0.079
H: -1.339 -3.837 -2.528  0.077
H: -1.705 -2.282 -2.392  0.078
H: -0.014 -2.699 -2.774  0.068
C: 1.369 5.241 1.054  -0.331
O: 0.605 4.440 1.528  0.008
N: 2.666 4.978 0.670  -0.163
C: 3.535 6.083 0.247  -0.062
C: 3.158 3.628 0.562  -0.062
H: 1.085 6.322 0.940  0.140
H: 4.318 6.330 0.934  0.071
H: 3.007 7.036 0.181  0.080
H: 4.139 5.943 -0.642  0.082
H: 3.354 3.301 -0.503  0.071
H: 4.087 3.412 1.077  0.089
H: 2.393 3.030 0.998  0.061
C: -1.291 0.639 -3.968  -0.385
O: -2.271 1.187 -3.566  0.001
N: -0.394 1.232 -4.753  -0.151
C: 0.728 0.508 -5.202  -0.091
C: -0.317 2.722 -4.974  -0.013
H: -1.084 -0.478 -3.719  0.149
H: 0.489 -0.534 -5.196  0.067
H: 1.655 0.626 -4.615  0.066
H: 0.917 0.675 -6.218  0.077
H: 0.581 3.164 -4.660  0.051
H: -0.448 2.924 -6.057  0.096
H: -1.068 3.284 -4.387  0.089
C: -0.711 0.236 -0.543  -0.101
C: -0.951 1.647 -0.074  -0.228
C: -0.708 2.694 -1.247  -0.121
C: 0.675 2.457 -1.676  -0.204
N: 1.737 2.242 -2.068  0.215
H: -1.554 -0.053 -1.202  0.078
H: -0.637 -0.470 0.258  0.040
H: 0.208 0.180 -1.154  0.080
H: -0.300 1.965 0.704  0.062
H: -1.960 1.680 0.410  0.092
H: -0.823 3.718 -0.859  0.110
H: -1.384 2.367 -2.024  0.075
C: 0.403 1.292 5.907  -0.082
C: 1.155 1.458 4.564  -0.239
C: 0.616 0.789 3.322  -0.176
C: 0.373 -0.614 3.616  -0.254
N: 0.113 -1.700 3.822  0.166
H: 1.011 1.657 6.751  0.080
H: 0.214 0.268 6.033  0.033
H: -0.609 1.725 5.920  0.078
H: 2.106 1.015 4.777  0.096
H: 1.361 2.489 4.268  0.111
H: 1.444 0.797 2.595  0.095
H: -0.271 1.233 2.843  0.114
C: 4.750 0.903 -1.716  -0.108
C: 4.811 1.714 -3.026  -0.262
C: 4.571 1.005 -4.351  -0.191
C: 5.369 -0.188 -4.638  -0.220
N: 6.105 -1.071 -4.628  0.160
H: 4.738 1.545 -0.821  0.063
H: 5.539 0.200 -1.599  0.063
H: 3.785 0.437 -1.691  0.045
H: 5.828 2.130 -3.091  0.105
H: 4.212 2.632 -2.946  0.084
H: 4.766 1.774 -5.184  0.146
H: 3.526 0.798 -4.472  0.059
C: -6.333 -2.411 0.943  -0.117
C: -6.369 -0.962 1.412  -0.214
C: -7.596 -0.730 2.440  -0.155
C: -7.446 -1.615 3.585  -0.223
N: -7.200 -2.300 4.509  0.161
H: -5.541 -2.582 0.210  0.073
H: -7.244 -2.756 0.417  0.084
H: -6.201 -3.133 1.724  0.040
H: -6.414 -0.267 0.548  0.106
H: -5.410 -0.824 1.919  0.066
H: -8.534 -0.957 2.003  0.095
H: -7.689 0.317 2.806  0.119
C: -4.334 -3.993 3.807  -0.101
C: -3.686 -3.060 4.861  -0.223
C: -3.618 -1.548 4.519  -0.157
C: -2.984 -1.325 3.226  -0.237
N: -2.610 -0.996 2.202  0.196
H: -5.470 -4.032 3.880  0.065
H: -3.906 -4.955 4.013  0.059
H: -4.101 -3.730 2.791  0.042
H: -2.685 -3.379 5.028  0.090
H: -4.289 -3.114 5.766  0.106
H: -2.964 -1.094 5.237  0.110
H: -4.605 -1.086 4.517  0.104

=====

These records have F_max values of 1.0; 3.7 eV/Å, in the order they appear.